1.
ORCA calculation (wB97M-V/def2-TZVPD) on a molecular structure, C28H33AsBaF6N5O7P3S.

Structure (XYZ):
```
85
Properties=species:S:1:pos:R:3:forces:R:3
Ba 0.448 -1.610 -0.371 -5.5 1.3 0.1
As -2.409 -2.447 -1.689 -2.0 0.8 0.5
S -0.704 0.151 2.336 -0.1 0.3 -0.1
P 2.809 -0.432 1.136 -0.1 0.3 -1.3
P 0.965 -0.273 -4.078 -0.2 -0.3 0.5
P 1.824 -3.610 0.870 0.5 -0.3 0.4
F 1.988 0.254 -2.914 -0.1 0.0 -0.1
F 1.725 0.521 -5.200 0.0 0.1 0.0
F -0.106 -0.904 -5.079 0.1 0.0 -0.1
F -0.025 0.934 -3.733 0.1 0.1 -0.1
F 1.905 -1.580 -4.238 0.1 0.0 -0.1
F 0.166 -1.165 -2.818 0.0 0.2 -0.4
O 4.227 0.282 0.912 0.0 -0.2 0.1
O 2.401 -0.575 2.542 0.2 -0.2 -0.2
O 0.708 -3.004 1.704 1.3 -0.8 -0.3
O 1.357 -4.171 -0.460 0.8 0.5 0.4
O 1.805 0.237 0.143 2.2 -0.5 1.0
O -2.064 -1.320 -0.431 0.1 -1.2 -1.3
O 2.757 -4.568 1.717 0.0 -0.1 -0.1
N -3.262 -0.484 2.752 0.0 0.0 -0.2
N 2.800 -1.955 -1.341 -0.4 -0.3 2.2
N -1.750 1.693 0.464 0.0 0.1 -0.2
N 0.393 2.840 -0.551 -0.1 0.0 0.0
N -2.800 1.103 1.122 -0.1 -0.1 0.1
C 1.493 3.237 -1.164 0.1 0.0 0.0
C -1.976 2.544 -0.463 0.1 -0.1 0.1
C -3.192 -2.137 -4.455 0.1 0.0 0.0
C -4.821 -4.060 -1.888 0.0 0.0 0.0
C -5.989 -4.637 -1.414 0.0 0.0 0.0
C -3.320 3.043 -0.904 -0.1 -0.1 0.1
C 1.494 3.873 -2.400 0.0 0.0 -0.1
C -3.211 -0.126 -3.126 0.1 0.2 0.0
C -3.711 -1.430 -5.530 0.0 0.0 0.0
C -0.880 3.695 -2.395 0.1 -0.1 0.1
C 0.129 -5.220 -3.570 0.0 0.1 0.0
C 0.285 4.108 -3.026 0.1 0.0 0.1
C -2.946 -1.479 -3.254 0.2 -0.2 -0.1
C 3.163 -2.213 0.234 -1.5 0.8 0.2
C -2.405 0.242 2.044 0.2 -0.2 0.2
C -1.542 -5.115 -1.336 0.3 -0.3 -0.1
C 4.576 -2.677 0.378 0.2 -0.2 -0.1
C -3.981 -0.076 -5.404 0.0 0.0 0.0
C -0.531 -4.036 -3.273 0.0 -0.1 -0.1
C -4.061 -3.239 -1.058 0.1 -0.2 -0.1
C -6.397 -4.411 -0.106 0.1 0.0 0.0
C -0.873 -6.288 -1.652 0.0 0.1 0.1
C -0.037 -6.333 -2.758 0.0 0.0 0.0
C -0.768 3.060 -1.163 -0.1 0.1 -0.1
C -1.359 -4.009 -2.157 -0.1 0.8 0.4
C -3.728 0.576 -4.204 0.0 0.0 0.0
C -5.633 -3.605 0.726 0.0 0.0 0.0
C -4.467 -3.020 0.250 0.1 0.0 0.1
H -3.562 2.648 -1.890 0.0 0.0 -0.1
H -2.184 -5.074 -0.465 0.0 0.0 0.0
H 5.257 -1.975 -0.104 0.1 0.0 0.1
H 4.494 0.818 1.671 0.0 -0.1 0.0
H 2.411 -0.922 -1.227 1.3 -1.5 -1.4
H -2.915 -1.168 3.405 0.0 0.0 0.0
H 2.347 -4.854 2.545 0.0 0.1 0.0
H -3.742 1.096 0.749 0.0 0.0 0.0
H -3.850 -2.406 0.898 0.0 0.0 -0.1
H 0.242 4.596 -3.990 0.0 0.0 0.0
H -5.943 -3.442 1.751 0.0 0.0 0.0
H -4.381 0.474 -6.245 0.0 0.0 0.0
H -2.976 0.376 -2.195 0.0 0.0 0.0
H 0.774 -5.267 -4.437 0.0 0.0 0.0
H 2.424 3.036 -0.647 0.0 0.0 0.0
H -1.838 3.845 -2.872 0.0 0.0 0.0
H 2.112 -2.802 -1.520 1.6 1.2 -0.4
H -4.512 -4.261 -2.909 0.0 0.0 0.0
H 4.706 -3.674 -0.049 0.1 0.0 0.0
H -2.962 -3.190 -4.572 0.0 0.0 0.0
H 2.429 4.169 -2.855 0.0 0.0 0.0
H -3.290 4.129 -0.983 0.0 0.0 0.0
H 4.821 -2.725 1.438 0.1 0.0 0.0
H -4.139 2.796 -0.232 0.0 0.0 0.1
H 3.572 -1.981 -2.001 0.2 0.0 0.1
H -3.893 -1.937 -6.467 0.0 0.0 0.0
H -3.934 1.636 -4.117 0.0 0.0 0.0
H -0.999 -7.163 -1.030 0.0 0.0 0.0
H -0.410 -3.166 -3.906 0.0 0.0 0.0
H -6.577 -5.269 -2.065 0.0 0.0 0.0
H -7.304 -4.869 0.264 0.0 0.0 0.0
H 0.495 -7.247 -2.988 0.0 0.0 0.0
H -4.235 -0.545 2.495 0.0 0.1 0.0
```
Forces are in eV/Å.

Computed properties:
Max |F| ... 5.69 eV/Å
Orbital gap (spin up / spin down) ... 8.930 / 6.149 eV
Relative energy (zero: lowest compared OMol25 entry of this formula, charge and spin) ... 484.7 kJ/mol
Total charge ... +1
HOMO energy (spin up / spin down) ... -11.63 / -11.61 eV
Multiplicity ... 2

These are the Löwdin partial charges, in e, on atoms 1 to 8: Ba 2.067; As 1.220; S 0.985; P 0.315; P 0.198; P 0.247; F -0.173; F -0.085

***

2.
ORCA calculation (wB97M-V/def2-TZVPD) on C6H9N in the gas phase.

Structure (XYZ):
```
16
Properties=species:S:1:pos:R:3:forces:R:3
N -1.480 0.798 0.056 0.0 0.0 0.0
C 0.525 -0.050 0.458 -0.1 0.0 0.0
C -0.483 0.011 -0.477 0.1 0.0 0.1
C 1.849 -0.749 0.392 0.0 -0.1 0.0
C -1.128 1.233 1.310 0.0 0.0 0.0
C 0.111 0.712 1.586 -0.1 0.0 0.0
C -0.607 -0.585 -1.848 0.0 0.0 0.0
H -1.661 -0.712 -2.124 0.2 0.0 0.0
H 2.646 -0.074 0.058 -0.1 -0.1 0.0
H -0.133 0.038 -2.617 -0.1 -0.1 0.1
H -2.354 0.999 -0.404 0.2 0.0 0.1
H 0.697 0.787 2.496 -0.3 0.2 -0.1
H -1.790 1.864 1.889 0.1 -0.2 -0.1
H 1.835 -1.612 -0.285 0.0 0.1 0.2
H 2.109 -1.088 1.403 0.1 -0.1 -0.3
H -0.134 -1.572 -1.891 -0.1 0.2 0.0
```
Forces are in eV/Å.

Computed properties:
Max |F| ... 0.37 eV/Å
Orbital gap ... 8.867 eV
Structure (SMILES) ... Cc1cc[nH]c1C
Relative energy (zero: lowest compared OMol25 entry of this formula, charge and spin) ... 10.1 kJ/mol
HOMO energy ... -7.80 eV

These are the natural (NBO) partial charges, in e, on atoms 1 to 8: N -0.506; C -0.094; C 0.116; C -0.625; C -0.075; C -0.302; C -0.639; H 0.212

***

3.
ORCA calculation (wB97M-V/def2-TZVPD) on a molecular structure, C22H15Br2Cl3FFeN6O8Si.

Structure (XYZ):
```
59
Properties=species:S:1:pos:R:3:forces:R:3
Br -0.889 -3.822 5.962 0.0 0.0 0.0
Br -3.902 3.411 4.942 0.0 0.0 0.0
Fe 0.465 0.281 0.778 -1.0 1.3 0.1
Cl 1.313 2.498 3.835 0.0 0.0 0.0
Cl 3.223 -0.065 3.219 0.0 -0.1 0.0
Cl 3.477 2.610 1.371 0.0 0.0 -0.1
Si 1.998 1.347 2.175 -0.1 0.0 -0.2
F -4.645 0.587 -1.959 0.0 0.0 0.0
O -0.666 -0.848 -0.462 0.1 0.0 0.2
O 1.985 1.941 -4.627 -0.6 0.4 0.3
O -0.109 1.792 -0.634 0.3 -0.2 0.4
O -3.506 2.247 -3.903 0.0 0.0 0.0
O 3.753 0.596 -4.776 -0.1 0.0 0.0
O 0.153 2.387 -2.775 0.4 0.1 -0.1
O 0.661 -2.673 -0.539 0.1 -0.1 0.1
O 0.037 -0.581 -4.289 -0.1 0.0 0.0
N -1.109 1.253 1.935 0.3 -0.6 -0.3
N 1.971 0.135 -0.661 -0.2 -0.5 0.4
N -1.765 0.788 -4.089 -0.2 -0.1 -0.2
N -1.652 -1.192 -2.875 0.0 0.0 0.0
N 3.434 -0.331 -2.199 0.1 0.0 -0.1
N 0.017 -1.054 2.362 0.7 -0.1 -0.5
C -2.765 2.534 3.711 0.0 0.1 0.0
C -0.859 -2.281 -2.323 0.1 0.0 0.1
C -0.847 -0.666 3.297 0.0 -0.2 0.1
C 1.679 0.878 -1.776 0.0 0.1 -0.1
C -1.138 -1.472 4.392 -0.1 0.1 0.1
C -2.291 1.272 4.001 0.0 -0.1 0.1
C -3.484 0.282 -2.564 0.0 -0.1 0.1
C -1.574 2.469 1.668 0.0 0.1 -0.2
C 0.614 -2.241 2.466 0.0 -0.1 0.0
C -1.453 0.661 3.078 -0.2 0.3 0.1
C 0.382 -3.107 3.519 0.0 0.0 0.0
C 3.714 -1.537 -0.024 0.0 0.0 -0.1
C -0.211 -1.919 -0.972 -0.3 0.2 -0.2
C -1.042 -0.346 -3.783 0.0 0.0 0.0
C 2.592 0.599 -2.755 -0.2 0.1 0.1
C 2.814 1.048 -4.151 0.2 -0.2 0.2
C -0.511 -2.696 4.491 0.0 0.0 0.0
C 0.483 1.770 -1.738 0.2 -0.1 -0.3
C -2.819 -0.830 -2.246 0.0 0.0 -0.1
C 3.033 -0.590 -0.939 0.0 0.0 0.0
C -2.409 3.158 2.530 0.0 -0.1 0.1
C -2.974 1.217 -3.553 0.1 0.0 0.0
H 1.270 -2.507 1.647 -0.1 0.0 0.1
H 3.002 -1.880 0.721 0.0 0.0 0.0
H -1.841 -1.160 5.149 0.0 0.0 0.0
H 0.884 -4.061 3.569 0.0 0.0 0.0
H -1.479 -3.172 -2.212 0.0 0.0 0.0
H -1.285 1.444 -4.689 0.0 0.0 0.1
H -2.558 0.793 4.931 0.0 0.0 0.0
H 1.251 2.181 -3.944 0.3 -0.3 -0.2
H 4.086 -2.400 -0.575 0.0 0.0 0.0
H -1.261 2.887 0.720 0.0 0.0 0.0
H 4.214 -0.730 -2.696 0.0 0.0 0.0
H -2.763 4.147 2.280 0.0 0.0 0.0
H 4.546 -1.049 0.488 0.0 0.0 0.0
H -3.178 -1.501 -1.480 0.0 0.0 0.0
H -0.065 -2.503 -3.028 0.0 0.0 0.0
```
Forces are in eV/Å.

Computed properties:
Max |F| ... 1.65 eV/Å
Orbital gap (spin up / spin down) ... 7.344 / 7.380 eV
Total charge ... -1
HOMO energy (spin up / spin down) ... -5.95 / -5.98 eV

These are the natural (NBO) partial charges, in e, on atoms 1 to 8: Br 0.068; Br 0.067; Fe 0.817; Cl -0.482; Cl -0.494; Cl -0.452; Si 0.952; F -0.312

***

Number 1: molecular weight 1002.8 g mol⁻¹. Number 2: molecular weight 95.1 g mol⁻¹. Number 3: molecular weight 860.5 g mol⁻¹.